Entry 1:
Formula: C5H12NOPS3
Source: the OMol25 dataset
Level of theory: ωB97M-V/def2-TZVPD

Values from the calculation:
highest occupied orbital energy = -9.10 eV
frontier orbital gap = 8.39 eV
strongest force on any atom = 4.2 eV Å⁻¹
energy relative to the best compared isomer or geometry (same formula, charge and spin) = 36.0 kcal per mole

Geometry as ORCA input:
```
! wB97M-V def2-TZVPD RIJCOSX def2/J DEFGRID3
* xyz 0 1
C 0.959 -0.666 -1.417
C -2.326 1.868 0.153
C 1.064 0.803 -1.379
C -1.392 1.368 -0.898
C 0.024 1.517 -0.465
N -0.035 -2.334 1.842
O 0.157 -1.424 -1.945
P 1.506 -2.118 2.444
S 2.540 -1.595 -0.782
S 1.797 -0.332 3.167
S 2.456 -3.672 3.003
H -3.349 1.770 -0.310
H -2.279 2.932 0.251
H -2.568 1.535 1.156
H 0.707 0.917 -2.486
H 2.026 1.204 -1.113
H -1.631 0.256 -0.957
H -1.652 1.855 -1.827
H 0.332 2.564 -0.432
H 0.162 1.063 0.599
H -0.479 -1.582 1.426
H -0.302 -3.254 1.457
H 2.284 -2.675 -1.488
*
```



Entry 2:
Formula: C5H12NP
Source: the OMol25 dataset
Level of theory: ωB97M-V/def2-TZVPD

Values from the calculation:
SMILES = C=C(C)C.C=NP
highest occupied orbital energy = -8.43 eV
frontier orbital gap = 9.39 eV
strongest force on any atom = 4.1 eV Å⁻¹
energy relative to the best compared isomer or geometry (same formula, charge and spin) = 65.2 kcal per mole

Geometry as ORCA input:
```
! wB97M-V def2-TZVPD RIJCOSX def2/J DEFGRID3
* xyz 0 1
C 1.262 -0.470 -1.062
C -0.603 0.571 -2.015
C -1.217 -1.124 -0.297
C -0.007 1.606 0.999
C -0.236 -0.258 -1.039
N -0.079 0.727 1.914
P 1.067 -0.414 2.383
H 1.506 -1.407 -1.685
H 1.529 -0.560 -0.018
H 1.751 0.312 -1.555
H -0.002 1.081 -2.711
H -1.681 0.901 -1.992
H 0.077 -1.301 2.808
H -0.695 -1.883 0.461
H -1.748 -1.697 -1.019
H -1.913 -0.436 0.240
H -0.899 2.339 0.779
H 0.767 1.709 0.220
H 1.122 0.302 3.588
*
```



Entry 3:
Formula: C5H12NP
Source: the OMol25 dataset
Level of theory: ωB97M-V/def2-TZVPD

Values from the calculation:
SMILES = CCCPN1CC1
highest occupied orbital energy = -8.64 eV
frontier orbital gap = 9.04 eV
strongest force on any atom = 4.1 eV Å⁻¹
energy relative to the best compared isomer or geometry (same formula, charge and spin) = 82.0 kcal per mole

Geometry as ORCA input:
```
! wB97M-V def2-TZVPD RIJCOSX def2/J DEFGRID3
* xyz 0 1
C -2.995 -0.604 -0.163
C -1.739 -0.804 -0.933
C 2.785 -0.020 -0.195
C 1.320 0.399 -0.405
C 0.674 0.600 0.971
N -1.740 -0.477 0.524
P -0.860 1.520 0.788
H -3.520 0.201 -0.549
H -3.417 -1.622 -0.109
H -1.335 -1.854 -0.961
H -1.248 0.014 -1.422
H 3.414 0.646 0.396
H 2.995 -0.993 0.187
H 3.066 -0.177 -1.226
H 1.239 1.312 -0.970
H 0.940 -0.388 -1.052
H 0.182 -0.303 1.422
H 1.407 1.056 1.501
H -1.167 1.494 2.197
*
```



Entry 4:
Formula: C5H12NS
Source: the OMol25 dataset
Level of theory: ωB97M-V/def2-TZVPD

Values from the calculation:
SMILES = CCCNCC[S-]
highest occupied orbital energy = -2.31 eV
frontier orbital gap = 5.91 eV
strongest force on any atom = 2.3 eV Å⁻¹
energy relative to the best compared isomer or geometry (same formula, charge and spin) = 17.5 kcal per mole

Geometry as ORCA input:
```
! wB97M-V def2-TZVPD RIJCOSX def2/J DEFGRID3
* xyz -1 1
C 0.680 0.717 -1.387
N 0.015 0.279 -0.155
C 0.815 0.570 1.029
C 0.113 0.011 2.263
S -0.286 -1.792 2.081
C -0.155 0.287 -2.587
C -0.908 1.439 -3.263
H 1.646 0.181 -1.431
H 0.891 1.781 -1.268
H -0.142 -0.726 -0.199
H 0.739 1.660 1.104
H 1.750 0.000 0.945
H 0.807 0.049 3.103
H -0.823 0.456 2.448
H -0.935 -0.372 -2.202
H 0.376 -0.330 -3.313
H -0.486 2.423 -3.062
H -1.233 1.272 -4.285
H -1.865 1.501 -2.726
*
```



Entry 5:
Formula: C5H12NS
Source: the OMol25 dataset
Level of theory: ωB97M-V/def2-TZVPD

Values from the calculation:
highest occupied orbital energy (alpha / beta) = 3.58 / -0.12 eV
frontier orbital gap (alpha / beta) = 2.26 / 5.89 eV
strongest force on any atom = 2.1 eV Å⁻¹
energy relative to the best compared isomer or geometry (same formula, charge and spin) = 19.2 kcal per mole

Geometry as ORCA input:
```
! wB97M-V def2-TZVPD RIJCOSX def2/J DEFGRID3
* xyz -2 2
C 1.218 -0.178 -0.572
C 1.822 -0.853 -1.753
S 3.539 -1.566 -1.618
C -0.316 -0.003 -0.679
N -1.140 0.052 0.553
C -0.460 -0.282 1.813
C -1.997 1.214 0.728
H 1.603 0.868 -0.376
H 1.510 -0.777 0.290
H 1.304 -1.805 -1.951
H 1.730 -0.249 -2.671
H -0.750 -0.900 -1.169
H -0.520 0.957 -1.171
H 0.468 0.282 2.038
H -0.149 -1.315 1.591
H -1.195 -0.216 2.604
H -2.707 1.288 -0.111
H -2.436 1.236 1.728
H -1.524 2.243 0.726
*
```



Entry 6:
Formula: C5H12NS
Source: the OMol25 dataset
Level of theory: ωB97M-V/def2-TZVPD

Values from the calculation:
highest occupied orbital energy = -13.17 eV
frontier orbital gap = 10.10 eV
strongest force on any atom = 6.3 eV Å⁻¹
energy relative to the best compared isomer or geometry (same formula, charge and spin) = 102.0 kcal per mole

Geometry as ORCA input:
```
! wB97M-V def2-TZVPD RIJCOSX def2/J DEFGRID3
* xyz 1 1
C 1.390 2.256 0.070
C 1.563 1.002 0.461
C -0.648 0.065 -1.343
C -0.564 -2.050 -0.138
C -0.238 0.114 1.017
N -0.881 -0.570 -0.051
S -1.256 1.416 1.586
H 2.342 2.758 0.023
H 0.356 2.566 -0.003
H 2.338 0.354 0.655
H -1.102 -0.468 -2.091
H -0.954 1.184 -1.481
H 0.482 -0.026 -1.592
H 0.414 -2.209 -0.614
H -0.495 -2.663 0.730
H -1.179 -2.537 -0.873
H 0.122 -0.578 1.861
H -1.848 -0.424 0.140
H -0.305 1.983 2.287
*
```



Q: Which value of energy relative to the best compared isomer or geometry (same formula, charge and spin) does entry 4 give?
A: 17.5 kcal per mole



Copy entry 6 word for word.
Formula: C5H12NS
Source: the OMol25 dataset
Level of theory: ωB97M-V/def2-TZVPD

Values from the calculation:
highest occupied orbital energy = -13.17 eV
frontier orbital gap = 10.10 eV
strongest force on any atom = 6.3 eV Å⁻¹
energy relative to the best compared isomer or geometry (same formula, charge and spin) = 102.0 kcal per mole

Geometry as ORCA input:
```
! wB97M-V def2-TZVPD RIJCOSX def2/J DEFGRID3
* xyz 1 1
C 1.390 2.256 0.070
C 1.563 1.002 0.461
C -0.648 0.065 -1.343
C -0.564 -2.050 -0.138
C -0.238 0.114 1.017
N -0.881 -0.570 -0.051
S -1.256 1.416 1.586
H 2.342 2.758 0.023
H 0.356 2.566 -0.003
H 2.338 0.354 0.655
H -1.102 -0.468 -2.091
H -0.954 1.184 -1.481
H 0.482 -0.026 -1.592
H 0.414 -2.209 -0.614
H -0.495 -2.663 0.730
H -1.179 -2.537 -0.873
H 0.122 -0.578 1.861
H -1.848 -0.424 0.140
H -0.305 1.983 2.287
*
```



Q: What is the strongest force on any atom in the sixth record?
A: 6.3 eV Å⁻¹